{
  "formula": "C45H72AsIrO6SeSi3",
  "method": "ωB97M-V with the def2-TZVPD basis set",
  "largest_force_ha_per_bohr": 0.0194,
  "molar_mass_g_mol": 1139.4,
  "homo_ev": [-7.3, -7.3],
  "e_above_lowest_kj_mol": 166.4,
  "energy_ha": -7819.5286,
  "elements": ["Ir", "C", "C", "C", "C", "C", "C", "C", "Se", "C", "C", "C", "C", "C", "C", "O", "C", "C", "C", "C", "C", "C", "C", "C", "C", "O", "C", "C", "C", "C", "C", "C", "H", "H", "H", "H", "H", "H", "H", "H", "H", "H", "H", "H", "H", "H", "H", "H", "H", "H", "H", "H", "H", "H", "H", "H", "H", "H", "H", "H", "H", "H", "H", "H", "H", "H", "H", "H", "H", "H", "H", "H", "C", "Si", "C", "C", "As", "Si", "C", "C", "C", "Si", "C", "C", "C", "H", "H", "H", "H", "H", "H", "H", "H", "H", "H", "H", "H", "H", "H", "H", "H", "H", "H", "H", "H", "H", "H", "H", "H", "H", "H", "H", "O", "C", "O", "C", "C", "C", "C", "O", "C", "O", "C", "C", "H", "H", "H", "H", "H"],
  "positions_angstrom": [[0.62991, 0.38810, -0.27310], [-3.34569, -5.60472, -2.01123], [-3.89681, -4.25846, -2.50089], [-4.38800, -4.43548, -3.93774], [-5.09450, -3.85652, -1.63001], [-2.80384, -3.19523, -2.39000], [-2.26409, -2.88821, -1.15409], [-1.27583, -1.92443, -1.05556], [-0.43209, -1.52123, 0.61269], [-1.74585, -0.55325, 1.61863], [-2.50100, -1.19924, 2.58189], [-3.31281, -0.46458, 3.43137], [-3.30605, 0.92277, 3.27175], [-2.54949, 1.60851, 2.32974], [-1.72773, 0.84902, 1.46094], [-0.94386, 1.45904, 0.57388], [-2.56041, 3.13606, 2.24386], [-3.53137, 3.75833, 3.24892], [-2.99699, 3.58010, 0.83912], [-1.15539, 3.67864, 2.55241], [-4.14283, -1.17821, 4.49798], [-3.21115, -1.97570, 5.42145], [-5.12648, -2.14259, 3.82180], [-4.94412, -0.20081, 5.35751], [-0.71796, -1.28387, -2.17591], [0.32249, -0.44277, -2.06593], [-1.30255, -1.53858, -3.44321], [-2.30680, -2.49626, -3.49384], [-0.89037, -0.75489, -4.69340], [0.58179, -1.00208, -5.04188], [-1.72840, -1.15657, -5.90874], [-1.10728, 0.74827, -4.45012], [-4.10233, -6.38581, -2.11374], [-3.05322, -5.55759, -0.96124], [-2.46821, -5.89734, -2.59048], [-5.16541, -5.20111, -3.96341], [-3.58454, -4.75582, -4.60361], [-4.81623, -3.51451, -4.33708], [-5.87875, -4.61467, -1.68948], [-5.51239, -2.90376, -1.95927], [-4.81272, -3.75049, -0.58174], [-2.62457, -3.37183, -0.25287], [-2.44543, -2.27916, 2.66308], [-3.92330, 1.50940, 3.93443], [-4.56149, 3.43708, 3.07972], [-3.50179, 4.84367, 3.13991], [-3.26306, 3.52434, 4.28132], [-3.99632, 3.20207, 0.61079], [-2.30941, 3.22266, 0.07732], [-3.03144, 4.67145, 0.79619], [-0.86473, 3.42069, 3.57429], [-1.15838, 4.76882, 2.47061], [-0.40872, 3.28474, 1.86769], [-2.67371, -2.75252, 4.87576], [-3.78453, -2.46194, 6.21386], [-2.47295, -1.31899, 5.88538], [-4.60534, -2.88630, 3.21706], [-5.81207, -1.60230, 3.16689], [-5.71565, -2.67451, 4.57239], [-4.29524, 0.49761, 5.88913], [-5.51510, -0.75755, 6.10270], [-5.65228, 0.37763, 4.76180], [-2.75022, -2.69776, -4.45587], [0.79619, -2.07145, -5.10802], [1.23835, -0.55961, -4.30252], [0.80751, -0.55252, -6.01191], [-1.58499, -2.20463, -6.18075], [-1.42243, -0.55045, -6.76279], [-2.79426, -0.98540, -5.74678], [-0.49468, 1.11350, -3.62837], [-2.15556, 0.95504, -4.22415], [-0.84178, 1.30374, -5.35345], [4.34440, 2.17048, 1.99357], [4.58748, 0.99959, 0.55644], [4.69289, 1.74794, -1.15505], [6.22829, 0.14712, 0.89184], [2.79035, -0.58556, 0.44457], [3.48109, -2.26254, -1.09651], [2.29176, -3.70034, -0.93448], [3.34240, -1.46185, -2.76449], [5.22499, -2.89426, -0.81263], [2.61625, -1.47302, 2.64772], [1.59430, -0.21434, 3.57673], [1.86481, -3.18630, 2.75340], [4.35193, -1.60413, 3.34064], [5.05628, 2.99396, 1.88000], [4.59372, 1.65740, 2.92547], [3.34160, 2.58025, 2.05649], [5.17655, 2.72701, -1.10949], [3.72976, 1.86729, -1.64884], [5.31047, 1.09975, -1.78131], [7.00128, 0.90769, 0.73973], [6.45103, -0.67929, 0.22205], [6.32125, -0.20706, 1.91648], [1.24263, -3.39982, -0.92210], [2.48839, -4.29676, -0.04233], [2.43327, -4.34163, -1.80957], [2.35974, -1.00929, -2.87182], [3.46982, -2.21731, -3.54481], [4.09608, -0.68659, -2.91084], [5.42312, -3.15529, 0.22836], [5.97545, -2.17603, -1.13888], [5.35793, -3.79994, -1.41140], [0.54556, -0.24366, 3.26867], [1.95363, 0.80308, 3.41077], [1.63416, -0.42446, 4.64898], [1.01418, -3.36622, 2.10058], [1.53204, -3.31179, 3.78843], [2.61900, -3.95007, 2.55235], [4.73197, -0.64153, 3.68464], [5.06579, -2.02103, 2.63069], [4.30769, -2.27551, 4.20248], [1.22275, 1.98805, -1.44610], [1.64609, 2.88196, -0.62765], [1.73961, 2.62302, 0.58922], [2.04199, 4.20213, -1.17710], [1.76797, 4.52131, -2.49897], [2.13537, 5.75732, -3.03524], [2.78388, 6.62434, -2.19190], [3.23795, 7.88278, -2.46785], [3.87805, 8.34555, -1.27779], [3.70228, 7.35556, -0.26806], [3.06078, 6.30476, -0.87202], [2.70089, 5.10344, -0.32623], [1.26151, 3.78893, -3.11186], [1.92233, 6.02305, -4.06050], [3.40525, 9.27541, -0.95835], [4.94510, 8.47887, -1.47333], [2.89164, 4.84805, 0.70610]],
  "forces_ev_per_angstrom": [[0.324, 0.615, 0.276], [0.007, -0.002, 0.003], [-0.010, 0.037, -0.003], [0.004, -0.016, -0.015], [-0.027, -0.005, 0.009], [0.007, -0.057, -0.026], [-0.066, 0.107, 0.041], [0.467, 0.094, -0.454], [-0.585, -0.188, 0.473], [0.132, 0.462, -0.092], [-0.062, 0.006, -0.050], [-0.015, -0.015, 0.006], [-0.038, 0.013, 0.043], [0.022, -0.083, -0.110], [0.024, -0.144, -0.081], [-0.117, -0.336, -0.362], [0.026, -0.035, -0.020], [-0.027, 0.022, 0.017], [-0.023, 0.020, 0.005], [-0.021, 0.040, 0.024], [-0.010, -0.005, -0.022], [0.007, 0.000, 0.014], [-0.016, -0.015, -0.006], [-0.010, 0.013, 0.016], [-0.128, 0.103, 0.084], [-0.224, -0.543, 0.387], [0.066, 0.004, 0.210], [-0.093, -0.003, -0.016], [-0.024, 0.014, 0.058], [-0.032, -0.034, -0.071], [-0.019, 0.006, -0.051], [-0.016, -0.003, -0.030], [-0.011, -0.005, 0.007], [0.010, 0.009, 0.009], [0.000, -0.003, -0.016], [-0.002, -0.003, 0.003], [0.011, -0.010, 0.001], [-0.007, 0.017, 0.012], [-0.005, -0.008, -0.006], [0.006, 0.007, -0.015], [0.007, -0.003, 0.010], [0.020, -0.012, 0.014], [0.031, -0.009, 0.007], [0.000, -0.013, 0.001], [-0.004, -0.009, -0.019], [0.002, 0.009, 0.000], [0.021, -0.001, 0.003], [-0.009, -0.002, 0.010], [0.010, -0.004, -0.002], [0.006, 0.009, -0.009], [-0.001, -0.012, 0.003], [-0.001, 0.010, 0.003], [0.015, -0.014, -0.015], [0.011, -0.001, -0.015], [-0.012, -0.010, 0.001], [-0.004, 0.012, 0.009], [0.012, -0.005, 0.001], [0.001, 0.018, -0.001], [-0.006, -0.003, 0.009], [0.016, -0.006, 0.007], [-0.002, -0.004, 0.004], [-0.003, -0.004, -0.021], [0.007, -0.031, 0.018], [0.000, -0.008, 0.005], [-0.015, 0.049, -0.004], [0.015, 0.015, 0.001], [0.018, -0.004, 0.003], [0.004, 0.008, -0.002], [-0.003, 0.017, 0.003], [0.004, -0.004, 0.028], [-0.005, -0.011, 0.006], [0.007, 0.008, 0.003], [0.098, -0.039, -0.040], [-0.057, -0.134, 0.043], [-0.011, 0.068, 0.051], [-0.002, 0.061, -0.044], [0.355, -0.127, -0.923], [0.010, 0.002, 0.196], [0.021, 0.041, -0.062], [0.102, -0.029, -0.002], [-0.084, -0.081, 0.006], [-0.035, 0.144, -0.132], [-0.023, -0.077, -0.009], [0.074, -0.030, -0.021], [-0.083, 0.040, 0.110], [-0.001, 0.024, 0.018], [-0.013, 0.000, 0.009], [-0.016, 0.016, -0.028], [0.011, 0.010, -0.011], [-0.022, -0.015, 0.024], [0.019, 0.001, -0.001], [0.023, 0.003, 0.007], [-0.012, -0.007, -0.038], [-0.024, 0.000, 0.036], [-0.004, 0.050, -0.044], [0.010, 0.009, 0.017], [-0.023, -0.057, 0.030], [0.012, -0.012, 0.078], [0.000, 0.027, -0.035], [0.024, -0.005, 0.008], [-0.004, 0.008, 0.009], [0.006, 0.017, -0.019], [0.010, -0.013, 0.002], [-0.018, 0.006, 0.012], [0.039, -0.010, -0.017], [-0.027, 0.012, 0.014], [0.037, 0.049, 0.045], [-0.002, -0.064, 0.009], [0.023, 0.006, 0.004], [0.013, 0.008, -0.018], [-0.029, -0.048, -0.038], [0.052, 0.018, 0.040], [0.092, 0.322, 0.264], [-0.177, -0.349, 0.299], [-0.046, 0.026, -0.172], [0.008, 0.053, 0.037], [0.030, -0.038, 0.010], [0.012, 0.006, 0.017], [0.017, 0.010, -0.007], [-0.013, -0.016, -0.001], [-0.024, -0.025, -0.007], [-0.017, -0.007, 0.005], [0.004, -0.030, -0.002], [-0.038, 0.071, -0.040], [-0.009, -0.001, -0.003], [-0.002, 0.003, -0.010], [0.058, 0.011, -0.001], [-0.019, 0.038, 0.012], [0.006, -0.006, 0.007]]
}